# 1
Density functional theory data (wB97M-V/def2-TZVPD) for the ion C5H11N4O with charge +1 in a non-equilibrium geometry.

```
21
Properties=species:S:1:pos:R:3:forces:R:3
C 2.144305 -0.572409 -0.456452 -1.376 0.587 1.522
C -1.395579 -1.235367 -0.715292 -2.220 -1.710 1.579
C -0.256598 -0.706231 0.119996 -0.936 0.200 -1.794
C 1.414518 1.498268 1.094449 1.196 -1.635 -0.491
C -1.357469 0.209422 -0.569874 1.468 0.269 0.217
N -1.165162 -1.899398 -1.921551 0.321 -1.475 -1.240
N 0.892063 -1.012797 -0.673582 1.219 0.457 -1.150
N 2.027843 0.359627 0.811821 2.397 0.707 0.680
N 1.743240 2.233102 2.118268 2.265 -1.614 1.480
O 3.251132 -0.809494 -0.810384 -0.661 0.038 -0.378
H -2.111216 -1.798842 -0.103871 -0.052 0.589 -0.242
H -0.259889 -0.818719 1.197448 0.236 -0.287 -0.272
H 0.641352 1.945620 0.531916 -0.940 -0.355 -1.044
H -0.990368 0.814203 -1.417580 -0.458 -0.268 0.551
H -2.125093 0.573200 0.079946 -0.123 0.710 0.148
H -1.794545 -2.657333 -2.198650 0.352 0.170 0.931
H 0.612170 -1.455634 -1.594481 0.756 -0.177 1.226
H 2.935503 0.200650 1.350233 -1.626 0.274 -0.712
H -1.166459 -1.327395 -2.722429 0.055 1.183 -0.930
H 1.036635 2.767661 2.505063 -1.414 1.781 0.699
H 2.382540 1.832573 2.832367 -0.461 0.557 -0.780
```
Forces are in eV/Å.

Results
Net charge: +1
Energy relative to the best compared isomer or geometry (same formula, charge and spin) in kcal per mole: 54.7
Orbital gap in eV: 9.2
E in eV: -13363.5043
Maximum force in eV/Å: 3.22
SMILES string: N[C@@H]1C[C@@H]1NC(=O)NC=[NH2+]

Okay, here come the natural (NBO) numbers, in e, for every atom: 0.836, -0.058, -0.106, 0.412, -0.455, -0.845, -0.627, -0.624, -0.695, -0.505, 0.225, 0.233, 0.231, 0.230, 0.244, 0.412, 0.452, 0.428, 0.378, 0.419, 0.415



# 2
Density functional theory data (wB97M-V/def2-TZVPD) for a structure of composition C17H18N2O5 in a non-equilibrium geometry.

```
42
Properties=species:S:1:pos:R:3:forces:R:3
C 5.420775 -4.016400 -3.420227 0.941 -10.934 4.956
C 3.888614 -4.423038 -3.339449 5.423 -5.037 -4.448
H 3.333449 -4.550354 -4.299043 1.423 -0.383 -0.342
H 3.892657 -5.469909 -2.947637 -0.602 1.007 0.624
O 3.236305 -3.473356 -2.775617 -1.251 4.568 4.524
C 2.059067 -3.901689 -2.396339 -2.355 4.774 1.633
O 1.637917 -4.889316 -2.790479 -2.541 -6.059 -1.576
C 1.187709 -2.938584 -1.628735 8.525 2.468 -1.060
C 1.873457 -1.834030 -1.140819 0.385 4.107 2.766
C 1.245976 -0.812125 -0.272244 -0.611 -4.603 -0.180
C -0.175014 -1.259554 0.117909 4.875 4.428 -1.822
C -0.823634 -2.344139 -0.519266 0.104 6.050 3.634
C -0.047991 -2.972729 -1.365060 -7.679 -9.029 -0.918
H -0.613226 -4.047251 -1.514261 1.495 2.329 -0.942
H -1.857725 -2.358935 -0.297526 -0.822 -1.168 -0.138
N -0.657183 -0.185623 0.905872 -3.930 -0.959 1.197
C -0.512885 1.340994 0.792456 -6.399 -6.938 4.489
O 0.228523 1.814725 0.096199 4.039 3.664 -3.479
C -1.723100 1.785265 1.874259 4.200 -4.264 -2.003
C -2.135835 0.672156 2.533015 -2.784 -0.166 -1.094
C -1.773752 -0.534047 1.755208 2.401 -4.622 4.245
O -1.958455 -1.802111 2.216112 0.284 6.722 -3.272
H -2.960585 0.655755 3.301988 1.290 -0.137 -0.863
N -1.538349 3.001914 2.240050 -3.850 6.505 -2.040
C -2.852966 3.486728 2.937709 9.331 5.996 2.439
H -2.213817 4.495690 3.606734 -2.003 -2.130 -2.007
H -2.738479 2.971056 3.732932 -1.001 -4.261 5.483
C -4.009112 3.953106 2.354515 -1.363 2.012 -4.092
O -3.430270 4.329624 1.001928 -4.896 -1.419 0.221
C -2.292732 5.108097 0.913651 -1.030 -2.921 -3.029
H -2.364734 5.311145 -0.172273 0.606 0.714 0.487
C -1.200106 4.135462 1.108746 4.311 0.382 5.271
H -0.410321 4.703820 1.802550 -1.025 -1.064 -1.818
H -0.640864 3.758289 0.266567 -0.538 -0.281 -0.114
H -2.298060 5.975177 1.459714 0.139 2.065 1.642
H -4.720322 3.112392 2.363889 -0.335 0.653 -1.237
H -4.459544 4.916335 2.684256 0.272 -1.056 0.577
H 1.900736 -0.024032 0.328159 -1.857 -1.820 -1.624
H 2.948671 -1.668992 -1.273188 -0.451 -0.380 -0.363
H 5.460703 -3.239500 -3.888363 1.032 8.961 -5.486
H 5.947780 -3.882878 -2.391882 -1.391 -0.236 -1.527
H 6.146721 -4.899136 -3.962015 -2.362 2.462 1.288
```
Forces are in eV/Å.

Results
Energy relative to the best compared isomer or geometry (same formula, charge and spin) in kcal per mole: 331.9
Orbital gap in eV: 8.0
E in eV: -31126.4818
Maximum force in eV/Å: 12.04

Okay, here come the natural (NBO) numbers, in e, for every atom: -0.554, -0.080, 0.177, 0.188, -0.489, 0.788, -0.561, -0.240, -0.137, -0.256, 0.213, -0.274, -0.077, 0.212, 0.245, -0.548, 0.740, -0.488, 0.177, -0.393, 0.633, -0.603, 0.242, -0.368, -0.213, 0.157, 0.212, -0.122, -0.543, -0.107, 0.216, -0.235, 0.200, 0.248, 0.181, 0.212, 0.218, 0.245, 0.220, 0.161, 0.205, 0.194



# 3
Density functional theory data (wB97M-V/def2-TZVPD) for a cluster of 2 separate species, C6H13OP in total in a non-equilibrium geometry.

```
21
Properties=species:S:1:pos:R:3:forces:R:3
C -2.475200 0.178757 0.442478 -2.083 0.226 0.567
C 0.221235 -1.526387 0.145258 -0.512 -1.870 -2.306
C -2.301018 -0.217215 1.712154 -1.648 0.152 -0.205
C 0.881135 -0.725651 -0.711087 -0.303 -0.073 0.718
C 0.660189 -0.598182 -2.216226 1.164 -2.453 1.823
C 1.200154 1.933624 -0.084135 0.627 -0.760 0.596
O 2.043016 0.145340 1.480830 1.903 -1.743 2.039
P 2.234605 0.332391 -0.138885 -1.002 1.511 0.472
H -3.593420 0.382071 0.110739 2.673 -0.431 0.300
H -1.609218 0.337566 -0.220171 -0.823 -0.035 0.248
H 0.328932 -1.619562 1.230792 0.281 0.276 -0.637
H -0.415486 -2.346382 -0.380651 0.607 1.589 1.256
H -1.339190 -0.374723 2.142304 0.630 -0.106 0.118
H -3.168950 -0.402561 2.410327 0.984 0.328 -0.970
H -0.328945 -0.436380 -2.482955 -2.048 -0.102 -0.383
H 1.077784 -1.509190 -2.669846 -0.314 0.356 -0.284
H 1.180266 0.227798 -2.558605 1.334 1.638 -0.907
H 1.424362 2.639289 0.720653 0.936 0.048 -0.511
H 0.208596 1.699008 0.181953 -1.370 -1.019 0.472
H 1.054386 2.358316 -1.037902 0.480 0.962 -1.170
H 2.716757 -0.477925 1.922985 -1.516 1.506 -1.238
```
Forces are in eV/Å.

Results
Energy relative to the best compared isomer or geometry (same formula, charge and spin) in kcal per mole: 36.7
Orbital gap in eV: 9.5
E in eV: -17766.8603
Maximum force in eV/Å: 3.29
SMILES string: C=C(C)P(C)O.C=C

Okay, here come the natural (NBO) numbers, in e, for every atom: -0.404, -0.403, -0.393, -0.340, -0.649, -0.933, -1.000, 1.066, 0.202, 0.208, 0.220, 0.196, 0.193, 0.195, 0.222, 0.228, 0.206, 0.243, 0.223, 0.218, 0.501



# 4
Density functional theory data (wB97M-V/def2-TZVPD) for a cluster of 2 separate species, C4H13N2O in total in a non-equilibrium geometry.

```
20
Properties=species:S:1:pos:R:3:forces:R:3
C 0.859507 0.154609 2.765469 0.505 0.596 -0.613
C 0.950094 -0.383140 1.356449 -0.058 -0.886 1.527
C 0.432531 0.573861 0.203268 -0.774 1.022 -1.252
N -1.381087 -0.914375 -1.598051 -0.462 1.191 0.246
C -1.794254 -0.214994 -0.579450 0.085 -1.216 -0.418
N -0.986374 0.571658 0.159430 0.419 0.151 0.561
H -0.116487 0.517409 3.069724 -0.219 -0.200 0.162
H 1.188363 -0.646120 3.427062 -0.206 -0.251 0.202
H 1.586985 0.949439 2.907512 -0.029 0.212 0.047
H 0.414661 -1.330916 1.282266 -0.137 0.047 -0.357
H 1.984156 -0.573102 1.098275 0.328 0.138 -0.377
H 0.836389 0.253908 -0.746240 0.058 -0.440 -0.117
H 0.728915 1.612037 0.376359 0.260 -0.069 0.541
H -2.031514 -1.594279 -1.985739 -0.106 -0.047 -0.153
H -0.605290 -0.554831 -2.230299 0.837 -0.363 0.085
H -2.809615 -0.337974 -0.243636 -0.332 -0.005 0.269
H -1.454137 1.056045 0.933727 0.003 0.081 -0.200
H 1.310706 0.601151 -2.986142 0.148 -0.220 0.082
H 0.279857 0.296407 -4.034671 0.056 -0.428 0.164
O 0.606595 -0.036793 -3.175313 -0.376 0.685 -0.399
```
Forces are in eV/Å.

Results
Net charge: +2
Energy relative to the best compared isomer or geometry (same formula, charge and spin) in kcal per mole: 57.6
Spin multiplicity: 2
Orbital gap (spin up / spin down) in eV: 11.1 / 6.2
E in eV: -9366.5020
Maximum force in eV/Å: 1.79

Okay, here come the natural (NBO) numbers, in e, for every atom: -0.634, -0.333, -0.227, -0.516, 0.360, -0.266, 0.225, 0.297, 0.250, 0.236, 0.284, 0.255, 0.300, 0.467, 0.474, 0.273, 0.467, 0.514, 0.526, -0.952